A single C13H16O5 molecule. Source: OMol25; level of theory: wB97M-V/def2-TZVPD.

Summary:
SMILES string ... CCOc1cc(/C=C/C(=O)O)ccc1OCCO
E ... -23977.2782 eV
ΔE to the lowest compared entry with this formula, charge and spin ... 67.8 kJ/mol
E_LUMO ... -0.088 eV
Charge ... 0

```
34
C13H16O5 (wB97M-V/def2-TZVPD)
C 2.0347 2.3295 2.0001
C 1.4502 1.0069 2.4850
O 1.6387 -0.0456 1.5582
C 0.8579 -0.1319 0.4440
C -0.2010 0.7148 0.1606
C -0.9548 0.6073 -1.0136
C -0.6157 -0.3875 -1.9304
C 0.4186 -1.2540 -1.6521
C 1.1585 -1.1646 -0.4750
O 2.1874 -2.0541 -0.3485
C 2.3858 -2.7226 0.8874
C 1.3018 -3.7819 1.1348
O 0.0720 -3.2341 1.5390
H -0.2696 -2.6726 0.8323
H 1.1786 -4.3878 0.2261
H 1.6196 -4.4312 1.9533
H 2.4135 -2.0210 1.7235
H 3.3561 -3.2123 0.7827
H 0.6901 -2.0317 -2.3492
H -1.1613 -0.4894 -2.8536
C -2.0364 1.5417 -1.2234
C -2.8773 1.5941 -2.2669
C -3.9244 2.6138 -2.3208
O -4.1304 3.4672 -1.4908
O -4.6728 2.5076 -3.4356
H -5.3555 3.1957 -3.4408
H -2.8431 0.9164 -3.1040
H -2.1843 2.2830 -0.4463
H -0.4618 1.5008 0.8513
H 0.3898 1.1107 2.7428
H 1.9861 0.6715 3.3776
H 1.9164 3.0843 2.7725
H 1.5396 2.6705 1.0943
H 3.0933 2.2066 1.7853
```

A molecular structure, C5H9InO3 at a distorted geometry. Source: OMol25; level of theory: wB97M-V/def2-TZVPD.

Summary:
E ... -16620.2507 eV
ΔE to the lowest compared entry with this formula, charge and spin ... 466.9 kJ/mol
E_LUMO (spin up / spin down) ... -12.142 / -12.047 eV
Charge ... +2

```
18
C5H9InO3 (wB97M-V/def2-TZVPD)
O 1.5563 1.0405 -1.0432
C 1.0427 0.3459 0.0196
C 1.9855 -0.7462 0.5584
O 0.9793 -1.7670 0.5968
C 0.1684 -1.1932 -0.4082
C -1.2555 -1.0364 -0.1042
O -1.0874 0.3252 0.8287
C -2.2202 1.0808 1.1460
In 1.3171 2.4401 -1.9718
H 0.9374 1.0555 0.8625
H 2.3992 -0.5430 1.5550
H 2.7826 -1.0211 -0.1513
H 0.4107 -1.3950 -1.4614
H -1.6786 -1.8194 0.5449
H -1.7988 -0.7202 -1.0096
H -1.9786 2.1512 1.1287
H -3.0441 0.9575 0.4254
H -2.5806 0.7744 2.1428
```

Among the records above, which one has the lowest charge?
C13H16O5

Among the records above, which one has the lowest charge?
C13H16O5

Among the records above, which one has the highest ΔE to the lowest compared entry with this formula, charge and spin?
C5H9InO3

Look up the E of the second one.
-16620.2507 eV